[1]
36
Properties=species:S:1:pos:R:3:forces:R:3 method="wB97M-V/def2-TZVPD" s2=2.006 homo_ev="-8.517 / -8.581" total_energy_ha=-2827.42463 relative_energy_kj_mol=0.0 lumo_ev="-0.11 / -1.59" spin_multiplicity=3 orbital_gap_ev="8.40 / 6.99"
Pd 0.251 0.800 0.096 -0.5034 0.2091 -0.3534
S -3.081 0.891 0.260 -1.7374 2.5570 -0.5352
S 2.460 1.656 0.458 0.2523 0.2428 -0.0733
S -1.955 0.809 -2.312 -0.7784 0.0061 -0.8299
F -2.884 2.074 2.621 0.0385 0.1532 -0.8607
F -3.854 1.832 -3.789 0.4942 -0.0484 -0.5525
F -2.159 3.177 -3.616 -0.0456 -0.5609 -0.0027
F -3.854 3.363 1.154 0.5387 -0.7431 -0.0826
F -1.967 1.401 -4.833 0.0156 -0.1753 -0.9032
F -1.696 3.053 1.057 -0.4812 -0.3714 0.1509
O -0.558 1.114 -2.065 1.0397 0.7834 0.2867
O -1.977 0.088 0.677 1.1525 -1.2232 0.4211
O -2.122 -0.545 -2.775 -0.5403 0.3522 0.3789
O -4.429 0.552 0.577 0.3462 -0.5921 -0.1498
N -2.920 1.416 -1.240 -0.1852 -0.5098 0.8383
N 1.028 0.167 1.979 -0.4726 -0.4754 -0.3822
N 1.094 -1.244 -2.080 -0.3085 -0.2972 -1.2981
N 1.020 -0.970 -0.801 1.3528 -0.9209 1.2443
C -2.520 1.894 -3.760 -0.2043 0.2476 1.8842
C 3.329 0.021 2.525 0.1374 -1.8455 1.2290
C 1.753 -2.362 -2.360 -0.0747 -1.3991 -1.4400
C 2.302 0.533 1.778 -0.2801 0.9859 -0.0078
C 2.243 -2.848 -1.166 -0.3596 -0.6430 0.4843
C 1.760 -1.929 -0.204 0.1876 -0.0663 0.1358
C 1.676 -1.446 3.521 0.4544 -2.3595 1.9023
C 2.987 -1.011 3.472 1.3967 1.5540 -1.9318
C 0.710 -0.873 2.745 -1.3486 0.3890 -0.1513
C -2.885 2.455 1.326 0.3057 0.2358 -0.1054
H 1.664 -2.823 -3.401 0.5119 0.9199 1.7500
H 2.696 -3.844 -1.008 -0.1261 1.0943 -0.0268
H 1.506 -2.358 4.169 -0.2791 1.3056 -0.8698
H 1.968 -1.906 0.877 -0.3507 -0.0936 -0.8756
H 0.647 -0.704 -2.781 -0.7600 0.8329 -0.1141
H 4.328 0.313 2.207 -0.0304 -0.1966 0.6422
H -0.356 -1.212 2.690 1.1447 0.3330 0.2280
H 3.793 -1.532 4.002 -0.5028 0.3193 -0.0301


[2]
17
Properties=species:S:1:pos:R:3:forces:R:3 method="wB97M-V/def2-TZVPD" homo_ev=-7.484 total_energy_ha=-397.19869 relative_energy_kj_mol=399.0 lumo_ev=0.78 orbital_gap_ev=8.26
O 1.403 2.119 -0.008 0.7628 -1.4688 0.1120
N -0.352 1.209 1.793 0.6226 0.2583 -0.6184
N 1.860 -1.453 -0.664 -0.4700 -0.6617 1.6347
N 1.675 -0.589 0.182 0.8864 2.3189 -1.6904
C -0.333 0.580 0.564 -1.5350 -2.3010 0.8134
C 0.834 0.859 -0.302 -0.4598 -1.4733 0.3324
C -1.081 -0.563 0.382 -0.1479 2.0064 -0.1261
C -1.359 -1.245 -0.912 0.5874 -0.4601 -0.1551
H 0.192 2.066 1.827 -0.5825 -0.2740 0.4367
H -1.716 -0.874 1.207 0.0319 0.1012 0.0465
H 1.334 -1.481 -1.542 0.0322 1.2097 -0.5713
H -0.870 -2.233 -0.935 -0.2933 0.0064 -0.0951
H 2.323 1.925 0.228 0.0179 0.3706 -0.0188
H -0.983 -0.703 -1.782 -0.0292 0.1065 0.0478
H -2.435 -1.376 -1.056 0.1243 -0.1314 0.0093
H -1.143 1.007 2.388 0.3875 0.5086 -0.0990
H 0.650 0.752 -1.371 0.0648 -0.1165 -0.0586


[3]
15
Properties=species:S:1:pos:R:3:forces:R:3 method="wB97M-V/def2-TZVPD" homo_ev=-8.027 total_energy_ha=-395.95035 relative_energy_kj_mol=520.0 lumo_ev=0.78 orbital_gap_ev=8.80
O 1.655 -0.660 -0.790 -1.5392 1.2735 2.1456
N 0.202 2.058 -0.528 -2.3220 0.7003 0.1263
N -0.635 -1.391 -0.564 1.4825 -2.0878 1.0326
N 0.274 -0.308 -0.898 -0.3776 -1.1827 0.2910
C -1.701 -0.879 0.101 -2.3890 0.3341 -0.9470
C -1.637 0.495 0.114 -2.2623 -0.4695 0.2213
C -0.332 0.893 -0.360 0.1979 0.6450 -1.2776
C 2.041 -0.143 0.574 -0.9906 -0.0616 0.0241
H 1.624 0.943 0.564 1.3709 -1.8689 0.5654
H -0.270 -2.370 -0.318 -0.2001 2.3853 -0.6531
H -2.591 1.152 0.226 2.3252 -1.0910 0.1389
H 1.531 -0.799 1.413 0.9883 1.2649 -1.7097
H -2.675 -1.529 0.242 2.3909 1.3209 -0.0478
H 3.149 -0.212 0.633 -0.8774 0.1119 -0.0590
H -0.637 2.749 -0.409 2.2024 -1.2743 0.1489


[4]
24
Properties=species:S:1:pos:R:3:forces:R:3 method="wB97M-V/def2-TZVPD" homo_ev=-9.507 total_energy_ha=-462.88698 relative_energy_kj_mol=196.9 lumo_ev=0.51 orbital_gap_ev=10.02
O 1.821 0.341 -1.670 0.0581 0.1023 0.0128
O -0.730 -2.813 0.481 -0.0514 -0.0545 0.1210
O 0.979 -0.630 0.822 0.2706 -0.1667 0.1529
O -1.891 4.075 -0.425 0.0975 -0.3693 -0.0581
C 0.914 0.478 1.700 0.0977 0.2337 -0.1077
C -1.115 -3.094 1.812 0.1613 0.4394 0.1789
C -1.727 2.648 -0.475 -0.3543 0.6116 0.4192
C 1.703 -0.661 -2.677 -0.1911 -0.2373 -0.1021
H 1.832 1.072 1.661 -0.0269 -0.0305 -0.0156
H -0.660 2.465 -0.426 0.0700 -0.1118 -0.2082
H -2.194 2.178 0.398 0.0410 -0.0506 -0.0768
H 2.377 -1.500 -2.489 0.0661 0.0806 -0.0405
H 0.075 1.127 1.439 -0.0316 0.0203 0.1341
H -1.557 -2.216 2.314 -0.0311 -0.1536 -0.1971
H -2.168 2.228 -1.379 0.1590 -0.0767 -0.0903
H -1.859 -3.884 1.791 -0.0034 -0.1187 0.0297
H 1.466 -0.361 0.029 -0.1585 0.1057 -0.1367
H 2.557 0.918 -1.888 0.0376 -0.0252 0.0469
H -2.830 4.272 -0.381 -0.0074 -0.0183 -0.0120
H -0.099 -2.078 0.529 -0.0651 0.0364 -0.0257
H 0.682 -1.039 -2.649 0.0275 0.0558 0.0665
H 0.804 0.123 2.722 -0.1223 -0.1000 -0.0064
H 1.883 -0.252 -3.672 0.0528 0.0061 0.0169
H -0.260 -3.397 2.431 -0.0964 -0.1788 -0.1018


[5]
18
Properties=species:S:1:pos:R:3:forces:R:3 method="wB97M-V/def2-TZVPD" s2=0.767 total_charge=+1 homo_ev="-14.274 / -14.274" total_energy_ha=-363.88320 relative_energy_kj_mol=118.6 lumo_ev="-3.81 / -8.45" spin_multiplicity=2 orbital_gap_ev="10.47 / 5.82"
O 1.839 1.643 0.719 -0.3522 0.4941 -0.6099
O 3.677 -2.370 0.898 0.1204 -0.2653 -0.1534
N -0.158 0.834 0.064 -0.9067 -1.1430 0.5967
C 0.838 1.847 0.092 0.3424 -0.4180 0.7554
C 0.038 -0.401 0.816 -0.6909 0.3570 -1.2611
C -2.203 0.010 -1.252 -0.9413 -1.2407 3.1792
C -1.482 1.134 -0.447 -0.3000 1.2121 -2.4202
H -0.116 -1.240 0.123 0.5352 0.0380 -0.1765
H 1.023 -0.421 1.269 -0.2292 -0.0742 0.3494
H -0.888 -0.512 1.388 0.4333 0.1084 0.8133
H 4.582 -2.683 1.025 -0.0357 0.2861 0.1705
H -1.649 -0.899 -1.029 0.0314 -0.2397 -0.8483
H 0.481 2.733 -0.423 0.4428 0.4549 -0.1896
H -2.121 1.525 0.345 0.0955 -0.4736 0.6927
H 3.313 -3.067 0.343 -0.1717 0.0013 -0.0402
H -3.100 -0.183 -0.636 0.1172 -0.0186 -0.2177
H -2.658 0.015 -2.234 1.0491 0.9581 -0.5240
H -1.417 2.036 -1.062 0.4605 -0.0368 -0.1164


[6]
84
Properties=species:S:1:pos:R:3:forces:R:3 method="wB97M-V/def2-TZVPD" total_charge=+1 homo_ev=-8.860 total_energy_ha=-3524.08636 relative_energy_kj_mol=204.1 lumo_ev=-2.41 orbital_gap_ev=6.45
Y 0.016 -0.031 -0.639 -1.8851 0.3607 -1.0731
S 3.410 2.567 1.227 0.2858 -0.3641 0.5293
S 0.906 0.490 4.809 -0.3614 -0.4101 -0.2683
S -1.989 -3.918 1.145 0.0315 0.4837 -0.5124
S -0.791 3.408 1.962 0.3230 0.2267 0.4524
O 0.498 1.131 0.855 1.1288 1.0836 2.4552
N -2.385 0.435 0.084 -0.0780 0.1843 -0.1752
N 1.241 1.423 -2.196 -0.0324 0.1862 -0.0832
N 0.162 -1.446 -2.236 0.0383 -1.4271 -1.8750
N 1.124 -1.871 0.175 0.6529 -1.1804 0.7706
N -1.478 0.546 -2.487 -0.2860 0.2868 -0.2156
C 2.741 3.265 -2.474 -0.0744 -0.1088 -0.1233
C -1.320 -3.083 -3.392 0.1751 -0.0612 -0.2651
C 4.928 1.851 1.617 -0.2272 0.2286 -0.2015
C -4.807 1.590 0.867 0.2050 -0.1226 -0.1165
C 1.049 1.331 2.107 0.3619 0.5600 0.7391
C -4.131 0.717 1.705 0.0439 0.0367 -0.1304
C 0.765 3.129 -3.801 -0.0162 -0.1261 0.1553
C -1.195 -1.962 -2.387 -0.1510 0.1835 0.1167
C 0.441 -3.021 0.334 0.7549 -0.0920 0.0600
C 2.427 -1.850 0.469 -0.0387 0.0617 -0.0906
C -3.090 -2.934 -0.935 -0.2344 -0.0113 0.2933
C 3.101 -2.934 0.997 -0.0638 -0.0701 -0.0478
C -3.376 -3.636 0.189 0.2680 -0.0227 0.0340
C 0.408 4.612 3.883 -0.1272 0.1272 0.0586
C -2.932 0.178 1.275 -0.1810 -0.1496 0.3567
C 0.469 1.926 -3.170 -0.2213 0.2067 -0.2921
C -0.659 4.734 3.058 -0.2137 -0.2407 -0.3046
C -0.457 -1.546 4.073 -0.1064 -0.1534 0.1606
C -2.113 -0.746 -2.815 -0.0468 -0.4745 0.0323
C 0.059 -0.958 5.180 0.2396 0.2057 -0.0599
C 0.618 2.681 2.641 -0.2448 0.2363 -0.3741
C -0.152 -0.827 2.893 0.3129 0.3285 -0.1938
C 4.788 0.720 2.350 0.1585 0.0232 -0.1198
C -0.982 -3.042 0.008 -0.6993 -0.0258 -0.0085
C -2.464 1.545 -2.085 -0.1029 0.1784 0.0308
C 1.147 3.430 3.645 -0.0899 -0.1555 -0.2704
C 1.062 -4.158 0.854 -0.0966 0.2231 -0.0798
C -3.056 1.257 -0.730 -0.2548 -0.0100 -0.0825
C 0.578 0.298 3.120 -0.1126 -0.1118 0.1074
C 1.063 -3.222 -3.598 0.7834 0.4354 0.3637
C 2.368 2.063 -1.893 0.2915 0.1341 -0.0596
C -4.262 1.849 -0.377 0.1992 -0.0093 0.0932
C 3.432 0.406 2.600 -0.2270 0.1394 -0.0105
C 1.906 3.825 -3.428 0.0100 -0.2322 0.1257
C -0.690 1.064 -3.614 0.2564 -0.0211 -0.2237
C -0.243 -3.674 -3.931 -0.6369 0.2251 0.1254
C -1.722 -2.559 -1.061 0.3603 -0.2554 0.3060
C 2.565 1.305 2.060 0.0471 0.1164 -0.2216
C 1.176 -2.121 -2.800 0.1954 -0.5817 -0.5656
C 2.396 -4.112 1.205 0.1033 0.3701 -0.0948
H -2.393 -0.492 1.928 0.0347 -0.0156 -0.0342
H -2.320 -0.812 -3.891 0.0628 0.0547 0.1373
H 0.114 3.522 -4.569 -0.0695 -0.0633 -0.0117
H -3.838 -2.702 -1.674 -0.1390 0.0260 -0.1153
H -4.525 0.459 2.674 0.0430 -0.0325 0.1062
H 0.018 -1.295 6.196 -0.1080 -0.0914 0.2418
H 5.609 0.126 2.708 0.2023 -0.0474 0.0507
H 0.673 5.329 4.637 -0.0017 0.1948 0.1217
H -0.442 -1.144 1.903 -0.0824 -0.0168 0.1280
H -3.064 -0.802 -2.284 -0.0050 0.0744 -0.0918
H 2.141 4.777 -3.882 0.0386 0.0385 -0.0463
H 2.886 -4.979 1.615 0.0439 -0.1229 0.0514
H -4.742 2.523 -1.069 -0.1025 0.0303 -0.1082
H 2.158 -1.691 -2.609 0.0522 -0.0874 0.0231
H -1.964 2.519 -2.027 -0.0205 -0.0155 -0.1162
H -1.381 5.525 3.015 -0.1308 0.2294 0.0245
H -0.251 0.213 -4.146 -0.1599 0.0786 0.0875
H 2.939 -0.911 0.277 0.0125 -0.0803 0.1469
H -1.330 1.620 -4.314 0.0804 -0.1087 0.0493
H 0.498 -5.068 0.969 -0.0935 -0.1239 -0.0262
H -2.324 -3.398 -3.622 -0.2373 -0.0931 -0.1633
H 4.147 -2.848 1.241 0.1182 -0.0027 0.0002
H 5.831 2.324 1.291 0.2732 0.0902 -0.0647
H -3.277 1.623 -2.825 0.1544 0.0877 0.0843
H 3.667 3.740 -2.192 0.0441 0.0259 0.0880
H 3.012 1.592 -1.160 -0.1418 0.0745 0.0120
H -0.353 -4.462 -4.661 -0.1424 -0.1421 0.0118
H 1.933 -3.699 -4.012 0.1454 0.0272 -0.0435
H 2.023 3.155 4.205 0.2154 -0.0619 0.0188
H -4.325 -4.023 0.509 -0.2209 -0.0441 -0.0029
H -1.048 -2.444 4.085 -0.0450 -0.2062 0.0583
H -5.737 2.046 1.166 -0.1102 0.0406 0.0490
H 3.122 -0.449 3.174 -0.1282 -0.1316 0.1067